192
Properties=species:S:1:pos:R:3:mulliken_charge:R:1 method="wB97M-V/def2-TZVPD" homo_energy_ev=-12.63 e_above_lowest_kcal_mol=0.00 total_charge=+2 orbital_gap_ev=8.58 e_tot_ha=-5225.4335 max_force_ev_per_a=3.0
C 9.27 -0.18 -3.19 -1.03
C 7.81 -0.35 -3.58 -0.69
N 7.03 0.84 -3.23 0.18
C 7.04 1.99 -4.00 -0.48
C 6.26 2.93 -3.41 -0.51
N 5.67 2.29 -2.33 0.29
C 6.21 1.07 -2.20 -0.17
C 4.83 3.03 -1.37 -0.87
H 9.57 -1.14 -2.76 0.34
H 9.46 0.60 -2.45 0.34
H 9.90 0.06 -4.05 0.33
H 7.31 -1.18 -3.07 0.34
H 7.62 -0.55 -4.64 0.45
H 7.67 1.99 -4.87 0.54
H 6.09 3.98 -3.59 0.49
H 6.07 0.41 -1.37 0.52
H 5.49 3.64 -0.75 0.41
H 4.38 2.33 -0.67 0.01
H 4.03 3.61 -1.81 0.46
C -0.70 -1.47 -5.94 -0.97
C 0.69 -1.84 -5.49 -0.53
N 0.76 -2.56 -4.23 0.39
C 1.82 -2.57 -3.35 -0.60
C 1.42 -3.32 -2.28 -0.79
N 0.16 -3.75 -2.51 0.35
C -0.22 -3.35 -3.74 -0.41
C -0.64 -4.59 -1.64 -0.84
H -1.43 -2.28 -6.01 0.50
H -0.67 -0.92 -6.88 0.51
H -1.18 -0.75 -5.27 -0.13
H 1.35 -0.97 -5.52 0.44
H 1.12 -2.40 -6.33 0.22
H 2.76 -2.12 -3.62 0.60
H 2.05 -3.56 -1.45 0.64
H -1.14 -3.62 -4.23 0.56
H -0.07 -5.46 -1.32 0.44
H -1.50 -5.04 -2.12 0.35
H -0.93 -4.02 -0.76 0.10
C -1.50 -2.33 5.10 -0.80
C -0.20 -1.51 5.28 0.17
N 0.88 -2.25 5.95 0.35
C 2.05 -1.69 6.46 -0.62
C 2.82 -2.72 6.89 -0.98
N 2.20 -3.86 6.52 0.30
C 1.05 -3.58 5.92 -0.37
C 2.67 -5.22 6.82 -0.93
H -2.18 -1.61 4.65 0.03
H -1.84 -2.68 6.07 0.60
H -1.39 -3.21 4.47 -0.10
H -0.46 -0.69 5.95 0.58
H 0.15 -1.07 4.35 -0.34
H 2.04 -0.62 6.36 0.79
H 3.78 -2.72 7.39 0.56
H 0.36 -4.31 5.53 0.54
H 2.29 -5.92 6.08 0.36
H 2.54 -5.43 7.88 0.33
H 3.73 -5.23 6.55 0.35
C -5.07 6.29 2.91 -0.85
N -4.33 6.22 1.60 0.05
C -5.14 7.15 0.68 -0.85
C -2.94 6.79 1.73 -0.66
C -4.31 4.90 0.86 -0.72
C -3.52 3.75 1.55 0.25
O -3.89 3.65 2.90 -0.52
H -5.15 7.33 3.21 0.40
H -4.35 5.79 3.56 0.39
H -6.01 5.76 2.86 0.31
H -6.12 6.72 0.53 0.39
H -4.62 7.22 -0.27 0.31
H -5.23 8.11 1.19 0.42
H -2.41 6.73 0.78 0.18
H -2.45 6.15 2.46 0.34
H -3.09 7.83 2.04 0.43
H -3.83 5.08 -0.10 0.07
H -5.35 4.60 0.75 0.37
H -2.45 3.86 1.37 0.06
H -3.79 2.80 1.08 0.42
H -3.74 2.71 3.15 0.31
C -4.25 3.05 -6.18 -0.87
N -3.17 2.63 -5.24 0.33
C -3.78 2.12 -3.91 -0.82
C -2.45 1.47 -5.90 -0.72
C -2.18 3.73 -4.91 0.84
C -1.33 4.33 -6.02 -0.79
O -2.14 4.91 -7.04 -0.55
H -4.95 2.24 -6.35 0.33
H -3.81 3.51 -7.06 0.40
H -4.78 3.85 -5.66 0.37
H -4.39 1.33 -4.34 0.64
H -4.33 2.93 -3.44 0.27
H -2.96 1.63 -3.39 0.06
H -3.10 0.60 -5.82 0.61
H -1.51 1.35 -5.37 -0.19
H -2.20 1.88 -6.87 0.52
H -1.53 3.35 -4.13 -0.72
H -2.73 4.55 -4.43 0.37
H -0.72 3.56 -6.51 0.02
H -0.58 5.03 -5.65 0.57
H -1.62 5.64 -7.37 0.36
C -0.60 0.45 1.69 0.07
N -0.30 0.47 0.20 1.17
C -0.06 -0.98 -0.16 0.75
C -1.57 1.00 -0.42 0.65
C 0.90 1.33 -0.20 -0.33
C 0.93 1.69 -1.67 0.02
O 0.73 0.50 -2.45 0.04
H -0.76 1.45 2.08 0.51
H 0.29 0.01 2.14 -0.58
H -1.49 -0.15 1.87 -0.17
H -0.22 -1.12 -1.23 -0.25
H -0.76 -1.66 0.31 -0.56
H 0.95 -1.19 0.17 -0.21
H -1.38 1.26 -1.46 -0.72
H -1.80 1.94 0.07 -0.22
H -2.43 0.37 -0.22 0.35
H 1.77 0.82 0.23 -0.54
H 0.85 2.23 0.42 0.74
H 1.94 2.05 -1.88 0.43
H 0.22 2.45 -2.00 -0.46
H 0.57 0.81 -3.35 -0.08
C 3.83 -1.51 1.85 -0.85
N 4.84 -1.91 2.92 0.51
C 4.07 -2.66 4.01 -1.02
C 5.89 -2.83 2.28 -0.85
C 5.44 -0.69 3.59 -0.54
C 4.63 -0.05 4.73 -0.85
O 3.26 0.20 4.50 -0.37
H 3.09 -0.84 2.28 -0.07
H 3.31 -2.31 1.34 0.50
H 4.39 -0.93 1.11 0.40
H 3.06 -2.32 4.23 -0.24
H 4.74 -2.83 4.85 0.51
H 3.92 -3.63 3.52 0.67
H 5.33 -3.38 1.53 0.25
H 6.31 -3.41 3.10 0.34
H 6.48 -2.04 1.82 0.42
H 5.75 -0.04 2.77 0.48
H 6.35 -1.07 4.05 0.50
H 5.01 0.96 4.94 0.51
H 4.78 -0.52 5.70 0.40
H 3.11 0.92 3.87 0.15
C -5.41 -5.32 2.16 -0.80
N -3.92 -5.27 2.37 0.23
C -3.60 -5.81 3.74 -0.86
C -3.11 -5.98 1.31 -0.66
C -3.41 -3.81 2.42 0.41
C -3.85 -2.92 1.25 -0.31
O -3.45 -3.47 0.02 -0.38
H -5.67 -5.03 1.15 0.25
H -5.93 -4.68 2.87 0.29
H -5.57 -6.39 2.30 0.48
H -2.52 -5.83 3.85 0.30
H -4.15 -6.74 3.85 0.34
H -4.08 -5.18 4.49 0.40
H -3.27 -7.05 1.42 0.37
H -2.09 -5.67 1.50 0.20
H -3.52 -5.67 0.35 0.35
H -2.35 -3.79 2.64 -0.91
H -3.96 -3.36 3.25 0.57
H -3.49 -1.89 1.27 -0.40
H -4.93 -2.71 1.31 0.74
H -3.90 -2.98 -0.70 0.38
B -4.15 0.51 3.43 0.43
F -3.56 -0.77 3.34 -0.09
F -4.52 0.97 2.16 -0.39
F -5.27 0.33 4.22 -0.35
F -3.18 1.34 4.01 -0.53
B 0.74 -3.55 2.21 -0.23
F -0.42 -4.20 1.79 0.08
F 1.51 -3.38 1.03 -0.26
F 0.43 -2.30 2.74 0.06
F 1.44 -4.28 3.19 -0.08
B 2.88 2.37 2.00 0.41
F 2.55 2.88 0.75 -0.34
F 4.11 1.64 1.91 -0.33
F 3.16 3.35 2.96 -0.27
F 1.93 1.43 2.45 -0.26
B -1.48 4.68 -1.49 0.13
F -1.12 4.66 -0.13 -0.33
F -2.45 5.65 -1.73 -0.36
F -0.39 4.88 -2.31 -0.30
F -1.97 3.37 -1.87 0.05
B -3.90 -1.68 -2.88 -0.04
F -3.17 -0.54 -2.58 0.05
F -4.63 -2.01 -1.71 -0.38
F -4.57 -1.66 -4.09 -0.33
F -2.97 -2.76 -3.05 -0.24
B 1.56 1.72 -5.98 -0.07
F 0.60 1.66 -4.95 -0.28
F 1.35 2.85 -6.81 -0.32
F 2.80 1.74 -5.29 -0.32
F 1.45 0.58 -6.74 -0.35



185
Properties=species:S:1:pos:R:3:mulliken_charge:R:1 method="wB97M-V/def2-TZVPD" homo_energy_ev="-5.79 / -6.05" spin_multiplicity=5 total_charge=+1 orbital_gap_ev="2.47 / 2.73" e_tot_ha=-7832.3916 max_force_ev_per_a=3.8
Cr -2.01 -2.38 -2.87 -0.14
C -4.89 -0.52 -0.24 -0.68
C -4.48 -0.23 -1.71 0.15
C -4.49 1.30 -2.09 -0.77
O -3.47 -1.05 -2.19 -0.17
H -5.41 0.36 0.12 0.38
H -4.09 -0.85 0.42 -0.22
H -5.59 -1.36 -0.27 0.41
H -5.35 -0.34 -2.36 0.08
H -3.72 1.80 -1.51 -0.28
H -5.42 1.83 -1.89 0.47
H -4.31 1.37 -3.16 0.19
C 0.12 -1.56 4.87 -0.72
C 1.58 -0.98 4.73 0.65
C 1.59 0.49 4.35 -0.74
O 2.46 -1.32 5.78 -0.94
H 0.12 -2.64 5.00 0.02
H -0.52 -1.19 4.07 -0.09
H -0.26 -1.06 5.76 0.58
H 1.80 -1.44 3.76 -0.21
H 0.98 0.61 3.45 -0.10
H 2.61 0.75 4.06 0.21
H 1.15 1.11 5.13 0.41
C -1.07 -2.38 0.59 0.11
C -0.16 -1.48 -0.28 1.93
C 1.37 -1.57 -0.01 0.58
O -0.49 -1.70 -1.65 0.15
H -0.98 -3.43 0.32 0.02
H -2.12 -2.07 0.51 -0.71
H -0.76 -2.27 1.63 -0.12
H -0.35 -0.41 -0.13 -1.23
H 1.51 -2.65 -0.03 -0.44
H 1.71 -1.15 0.94 0.39
H 1.88 -1.29 -0.94 -0.96
C -0.58 -5.14 -5.53 -1.36
C -0.82 -5.26 -4.01 0.38
C 0.10 -6.21 -3.18 -1.21
O -0.78 -3.92 -3.51 -0.11
H -0.25 -6.14 -5.84 0.35
H 0.07 -4.38 -5.98 0.16
H -1.54 -4.79 -5.92 0.37
H -1.82 -5.66 -3.85 0.31
H 0.12 -7.22 -3.60 0.50
H -0.12 -6.40 -2.13 0.14
H 1.15 -5.89 -3.15 0.10
C -5.01 -0.19 3.59 -0.51
O -4.49 -1.54 3.70 -0.15
C -5.49 -2.62 3.79 -0.59
C -4.92 -4.07 4.15 -0.82
N -3.64 -4.57 3.35 0.05
H -3.58 -5.53 3.64 0.46
H -3.93 -4.66 2.39 0.12
C -2.23 -3.81 3.55 0.09
C -1.09 -4.74 3.22 -0.53
O -1.02 -5.59 4.39 -0.47
C 0.11 -6.50 4.40 -0.90
H -5.69 0.05 4.40 0.45
H -5.37 -0.03 2.57 0.27
H -4.26 0.60 3.58 -0.19
H -6.17 -2.67 2.93 0.44
H -6.19 -2.36 4.58 0.46
H -5.63 -4.87 3.94 0.46
H -4.57 -4.32 5.15 0.45
H -2.22 -3.39 4.56 0.45
H -2.25 -2.90 2.95 -0.38
H -0.22 -4.10 3.08 0.41
H -1.26 -5.48 2.44 0.58
H 1.13 -6.21 4.14 0.31
H -0.15 -7.36 3.79 0.36
H 0.17 -6.84 5.44 0.30
C 5.28 -1.08 -3.86 -0.93
O 4.02 -1.05 -3.29 0.30
C 2.91 -1.07 -4.15 -0.48
C 2.54 -2.51 -4.55 -0.24
N 2.45 -3.41 -3.31 1.04
H 2.01 -2.93 -2.54 -0.47
H 1.87 -4.22 -3.47 -0.35
C 3.85 -3.95 -2.75 -0.05
C 3.60 -5.04 -1.79 -1.01
O 2.74 -4.60 -0.72 -0.18
C 1.96 -5.46 -0.05 -0.57
H 5.65 -0.18 -4.34 0.30
H 5.45 -2.00 -4.43 0.29
H 5.92 -1.05 -2.98 0.31
H 2.92 -0.31 -4.92 0.61
H 2.01 -0.85 -3.57 -0.12
H 3.25 -3.01 -5.20 0.45
H 1.62 -2.72 -5.09 -0.12
H 4.41 -3.15 -2.26 0.24
H 4.47 -4.47 -3.47 0.23
H 4.48 -5.50 -1.34 0.41
H 3.08 -5.91 -2.18 0.52
H 2.18 -5.57 1.01 0.28
H 1.81 -6.43 -0.53 0.45
H 0.91 -5.16 0.07 0.01
C -2.61 1.31 1.27 -0.42
O -2.09 2.36 2.11 -0.16
C -2.02 3.67 1.57 0.70
C -1.55 4.56 2.80 -1.32
N -2.60 4.88 3.90 0.02
H -2.12 5.44 4.58 0.44
H -3.35 5.41 3.48 0.44
C -3.28 3.67 4.64 -0.38
C -4.28 4.01 5.78 -0.55
O -3.63 4.95 6.68 -0.33
C -3.87 4.81 8.11 -0.77
H -2.26 1.21 0.25 -0.05
H -3.70 1.36 1.32 0.49
H -2.32 0.37 1.74 -0.11
H -2.96 4.10 1.22 0.39
H -1.23 3.55 0.82 -0.57
H -1.15 5.54 2.52 0.45
H -0.66 4.14 3.28 0.42
H -2.44 3.20 5.14 0.31
H -3.59 2.88 3.96 0.16
H -4.55 3.07 6.26 0.50
H -5.12 4.62 5.45 0.31
H -4.88 4.46 8.31 0.32
H -3.62 5.71 8.67 0.26
H -3.25 4.07 8.63 0.32
C 2.09 2.79 0.99 -0.42
O 1.10 3.05 0.01 -0.38
C 1.39 2.50 -1.31 -0.03
C 0.12 2.68 -2.15 -0.35
N -0.37 4.09 -2.20 -0.33
H -0.14 4.57 -1.34 0.49
H 0.29 4.56 -2.81 0.56
C -1.71 4.52 -2.83 0.01
C -2.18 5.93 -2.33 -0.81
O -2.32 5.90 -0.93 -0.16
C -2.93 7.06 -0.42 -0.91
H 2.33 1.74 1.10 0.11
H 1.71 3.14 1.96 0.14
H 2.91 3.44 0.68 0.24
H 1.61 1.44 -1.37 0.29
H 2.23 3.05 -1.74 0.03
H -0.73 2.09 -1.80 -0.26
H 0.36 2.57 -3.20 0.62
H -2.29 3.66 -2.48 -0.17
H -1.67 4.60 -3.91 0.44
H -3.08 6.20 -2.89 0.49
H -1.39 6.65 -2.55 0.45
H -2.69 7.17 0.64 0.21
H -4.02 7.16 -0.51 0.34
H -2.44 7.93 -0.86 0.41
C 4.93 0.41 -0.28 -0.86
O 5.04 1.87 -0.31 -0.27
C 5.17 2.42 -1.58 -0.24
C 6.61 2.93 -1.67 -0.88
N 6.89 3.95 -0.53 -0.10
H 6.34 4.79 -0.57 0.34
H 6.63 3.48 0.32 0.37
C 8.38 4.32 -0.37 -0.52
C 8.54 5.39 -1.45 -0.51
O 7.80 6.56 -1.09 -0.38
C 7.14 7.31 -2.14 -0.62
H 4.95 0.17 0.79 0.36
H 5.68 -0.12 -0.86 0.35
H 4.02 -0.04 -0.67 0.27
H 4.53 3.29 -1.68 0.44
H 5.01 1.73 -2.41 0.13
H 6.73 3.42 -2.63 0.42
H 7.32 2.12 -1.50 0.37
H 8.90 3.38 -0.53 0.34
H 8.50 4.69 0.65 0.39
H 8.23 4.97 -2.42 0.39
H 9.60 5.63 -1.50 0.45
H 6.55 8.15 -1.77 0.26
H 6.37 6.65 -2.53 0.27
H 7.85 7.67 -2.88 0.30
As -4.06 -5.03 -0.84 1.92
F -5.37 -6.02 0.00 -0.54
F -5.01 -4.75 -2.33 -0.51
F -2.76 -3.91 -1.63 -0.04
F -3.03 -5.06 0.62 -0.59
F -3.44 -6.55 -1.52 -0.47
F -4.78 -3.58 -0.21 -0.41
C -1.82 1.12 -5.76 0.52
F -3.04 1.21 -5.16 -0.24
F -1.96 1.56 -7.03 -0.24
F -0.94 1.86 -5.10 -0.25
S -1.22 -0.73 -5.76 1.05
O -1.51 -1.20 -4.39 -0.52
O -1.93 -1.34 -6.90 -0.72
O 0.23 -0.51 -6.10 -0.75